(1)
Here is a structure of composition C25H23IN3O4PV from the OMol25 dataset. Energies are from ωB97M-V/def2-TZVPD.

CARTESIAN COORDINATES (ANGSTROEM)
V -0.5341 0.6842 -1.8276
I -2.9050 1.4004 -0.6172
C -2.1875 2.4929 1.0232
C -2.8005 3.7086 1.1452
C -2.5644 4.5280 2.2650
C -1.7627 4.0682 3.2595
C -1.1145 2.8135 3.1554
C -0.3391 2.3667 4.2516
C 0.2989 1.1679 4.2100
C 0.2586 0.4189 3.0215
C -0.4542 0.8089 1.9136
P -0.1104 -0.1734 0.3833
C -0.9657 -1.7577 0.6919
C -0.7662 -2.7984 -0.2169
C -1.4147 -4.0100 -0.0551
C -2.2909 -4.1927 1.0079
C -2.5094 -3.1608 1.9059
C -1.8467 -1.9496 1.7514
C 1.6630 -0.5659 0.6490
C 2.1511 -1.8104 1.0365
C 3.5203 -2.0276 1.1317
C 4.4117 -1.0050 0.8443
C 3.9329 0.2414 0.4597
C 2.5678 0.4579 0.3554
C -1.2486 2.0061 1.9861
H -3.4905 4.0388 0.3815
H -3.0467 5.4932 2.3376
H -1.6031 4.6541 4.1562
H -0.2762 3.0000 5.1281
H 0.8733 0.8123 5.0548
H 0.8514 -0.4853 2.9726
H -0.1093 -2.6444 -1.0632
H -1.2497 -4.8102 -0.7650
H -2.8048 -5.1373 1.1309
H -3.1969 -3.2944 2.7310
H -2.0214 -1.1509 2.4604
H 1.4621 -2.6130 1.2686
H 3.8902 -2.9989 1.4347
H 5.4776 -1.1774 0.9187
H 4.6218 1.0462 0.2370
H 2.1919 1.4302 0.0524
N 1.3839 0.3301 -2.8384
N 1.8125 1.6477 -3.1290
C 1.3996 2.6839 -2.2391
O 1.9868 3.7399 -2.3270
O 0.4087 2.3584 -1.4669
H 2.0294 -0.1343 -2.2008
H 1.3356 -0.2206 -3.6948
H 2.7743 1.7554 -3.4174
N 0.1111 -2.0880 -4.7815
C -1.1193 -1.3243 -5.0374
C -1.3160 -0.4357 -3.8315
O -1.2754 0.8011 -3.9354
O -1.3847 -0.9838 -2.6696
H 0.3052 -2.7179 -5.5498
H -0.0324 -2.6569 -3.9537
H -2.0021 -1.9529 -5.1958
H -0.9768 -0.6770 -5.8994

Properties
multiplicity = 2
gap between HOMO and LUMO (spin up / spin down) = 6.88 / 6.24 eV
<S²> = 0.77
E_tot = -3014.82474 Ha
energy relative to the best compared isomer or geometry (same formula, charge and spin) = 0.0000 eV

---

(2)
Here is an isolated molecule of C4H10OS from the OMol25 dataset. Energies are from ωB97M-V/def2-TZVPD.

CARTESIAN COORDINATES (ANGSTROEM)
O -2.7774 -1.5577 -1.7331
C -2.1674 -1.0130 -0.5516
C -0.7828 -0.3583 -0.5764
C -0.1213 0.0118 0.7938
C 0.7726 1.2707 0.7453
S 2.5195 0.7459 0.6973
H -2.0727 -1.5461 -2.4561
H -2.0450 -1.7348 0.2571
H -2.9356 -0.2709 -0.3079
H -0.0739 -1.0963 -1.1539
H -0.8729 0.5227 -1.2525
H -0.9168 0.3016 1.3901
H 0.4294 -0.7656 1.3051
H 0.5693 1.9156 1.6731
H 0.6438 1.8124 -0.1996
H 2.9754 1.9204 0.9858

Properties
gap between HOMO and LUMO = 10.04 eV
E_tot = -631.78316 Ha
energy relative to the best compared isomer or geometry (same formula, charge and spin) = 1.1298 eV

---

(3)
Here is a structure of composition C26H32NNiO5S from the OMol25 dataset. Energies are from ωB97M-V/def2-TZVPD.

CARTESIAN COORDINATES (ANGSTROEM)
O -0.9781 -0.4473 -3.4477
C -1.0482 0.6945 -4.3833
C -0.5586 -0.0766 -5.6017
H -0.3570 1.4809 -4.0598
H -2.0747 1.0802 -4.4813
C -0.5749 -1.2648 -4.5981
H 0.4265 0.2316 -5.9694
H -1.3015 -0.1725 -6.4064
C 0.7762 -1.9274 -4.4221
H 1.4666 -1.3114 -3.8398
H 1.2250 -2.1115 -5.4049
H 0.6264 -2.9036 -3.9493
C -1.6918 -2.2391 -4.9302
H -2.6554 -1.7213 -4.8998
H -1.7063 -3.0383 -4.1870
H -1.5459 -2.6641 -5.9279
Ni -1.0497 -1.2126 1.4842
C -3.0167 -1.6492 2.2296
C -2.6774 -0.2832 2.4128
C -2.3733 0.2772 1.1263
H -2.7358 0.2604 3.3525
C -2.5290 -0.7610 0.1429
C -2.8108 -1.9756 0.8511
H -2.9557 -2.9384 0.3832
H -3.4151 -2.3070 2.9807
H -2.2211 1.3239 0.8888
H -2.5234 -0.6308 -0.9328
C 0.5300 -2.6174 2.9807
C -0.3788 -3.0274 1.9534
C 0.1662 -2.5794 0.6645
H -1.1321 -3.8039 2.0574
C 1.4524 -1.9846 0.9575
C 1.6467 -1.9961 2.3513
H 2.5756 -1.7350 2.8541
H 0.4300 -2.8449 4.0359
H -0.1909 -2.9104 -0.3063
H 2.1880 -1.7062 0.2151
O 1.7359 0.5770 -2.3659
C 0.7589 0.3043 -1.3543
C -0.3101 1.4020 -1.3711
H 1.3042 0.3899 -0.3955
H 0.3531 -0.7117 -1.4139
C 0.4367 2.5900 -2.0143
H -0.6340 1.6555 -0.3675
H -1.1814 1.0804 -1.9473
C 1.8240 2.0245 -2.3778
H 0.5220 3.4139 -1.2907
H -0.0956 2.9575 -2.9050
H 2.5563 2.3321 -1.6062
H 2.1921 2.3464 -3.3610
O -0.6586 -0.5725 4.7952
C -0.0058 0.2227 4.1058
N 0.0113 0.1654 2.7057
S 0.8848 1.3582 2.0029
O 2.0531 0.8417 1.3161
O 0.0512 2.3291 1.3259
C 1.3673 2.0540 3.5120
C 2.1876 3.1659 3.6660
C 2.5233 3.5458 4.9698
C 2.0627 2.7859 6.0634
C 1.2415 1.6737 5.8758
C 0.8622 1.3266 4.5740
H 2.5414 3.6994 2.7889
H 3.1563 4.4170 5.1331
H 2.3604 3.0746 7.0712
H 0.8919 1.0432 6.6906

Properties
multiplicity = 3
gap between HOMO and LUMO (spin up / spin down) = 5.88 / 6.84 eV
<S²> = 2.03
E_tot = -3347.29292 Ha
net charge = -1
energy relative to the best compared isomer or geometry (same formula, charge and spin) = 0.0958 eV

---

(4)
Here is an isolated molecule of C3H9NOS from the OMol25 dataset. Energies are from ωB97M-V/def2-TZVPD.

CARTESIAN COORDINATES (ANGSTROEM)
O -2.2237 -0.8425 1.7982
C -1.6600 -0.7952 0.5203
N -0.3633 -0.1086 0.5562
C 0.3227 -0.2288 -0.7262
C 1.6363 0.5479 -0.7903
S 1.3841 2.3104 -0.3639
H -1.7796 -1.5529 2.2747
H -2.4010 -0.2765 -0.1014
H -1.4644 -1.7142 -0.0287
H -0.5837 0.8775 0.6755
H -0.3151 -0.0098 -1.5933
H 0.6575 -1.2673 -0.7730
H 2.0139 0.4587 -1.8062
H 2.3111 0.1446 -0.0498
H 2.4653 2.4566 0.4080

Properties
gap between HOMO and LUMO = 10.08 eV
E_tot = -647.85879 Ha
energy relative to the best compared isomer or geometry (same formula, charge and spin) = 1.0692 eV

---

(5)
Here is the ion C7H17BBrN2O2 with charge -1 from the OMol25 dataset. Energies are from ωB97M-V/def2-TZVPD.

CARTESIAN COORDINATES (ANGSTROEM)
C 0.8612 -3.2810 0.3284
C -0.4618 -2.6236 -0.0795
C -0.2943 -1.7240 -1.3113
N 0.6024 -0.6179 -1.0191
B 0.0254 0.7841 -1.0719
Br -0.4992 1.1915 -3.1017
C -1.3116 0.9835 -0.1560
N -1.0601 1.7143 1.1081
C -2.3171 1.9407 1.8360
C 1.1872 1.8864 -0.7119
C 2.0503 1.5766 0.4661
O 1.8074 0.8747 1.4197
O 3.2952 2.2556 0.4287
H 0.7487 -4.3542 0.4859
H 1.2544 -2.8712 1.2554
H 1.6325 -3.1221 -0.4223
H -1.2512 -3.3594 -0.2324
H -0.7760 -1.9597 0.7246
H 0.0783 -2.3444 -2.1305
H -1.2797 -1.3718 -1.6191
H 1.4172 -0.6952 -1.6095
H -2.0356 1.5765 -0.7170
H -1.8187 0.0335 0.0723
H -0.5222 1.0897 1.6949
H -2.1416 2.6605 2.6321
H -2.7036 1.0088 2.2675
H -3.0779 2.3061 1.1531
H 0.7782 2.8810 -0.5359
H 1.8495 1.9928 -1.5735
H 3.9627 1.5681 0.4185

Properties
gap between HOMO and LUMO = 7.71 eV
E_tot = -3135.90807 Ha
net charge = -1

---

(6)
Here is a structure of composition C28H23ClO4SW from the OMol25 dataset. Energies are from ωB97M-V/def2-TZVPD.

CARTESIAN COORDINATES (ANGSTROEM)
W 0.0813 -0.9888 -0.5149
C 4.4633 -2.0454 2.0905
C 3.0161 -2.4099 1.9367
C 2.0823 -2.0293 2.9130
C 0.7384 -2.2746 2.7498
C 0.2695 -2.8944 1.5832
C 1.1941 -3.3147 0.6239
C 2.5603 -3.0826 0.8193
H 4.6074 -1.0080 1.7789
H 5.0999 -2.6806 1.4763
H 4.7848 -2.1274 3.1287
H 2.4314 -1.5261 3.8068
H 0.0398 -1.9788 3.5225
H -0.7784 -3.1481 1.4740
H 0.8654 -3.9087 -0.2185
H 3.2675 -3.4141 0.0681
O -3.6610 -0.7133 -1.2282
C -2.6132 -1.2263 -1.5119
O -1.7280 -1.5494 -0.5152
C -2.2393 -1.5614 -2.9257
C -3.2893 -1.4108 -3.8385
C -3.1128 -1.6463 -5.1851
C -1.8633 -2.0380 -5.6514
C -0.8122 -2.1881 -4.7695
C -0.9734 -1.9530 -3.4018
S 0.4308 -2.3190 -2.3803
H -4.2467 -1.0950 -3.4498
H -3.9405 -1.5215 -5.8699
H -1.7054 -2.2210 -6.7064
H 0.1630 -2.4915 -5.1274
O 2.8773 1.1402 1.6260
C 1.7692 0.7454 1.3888
O 1.5358 -0.1397 0.3990
C 0.5462 1.2252 2.1033
C 0.6153 2.3962 2.8466
C -0.5150 2.8767 3.4901
C -1.7199 2.1938 3.3916
C -1.7955 1.0194 2.6552
C -0.6620 0.5436 2.0184
H 1.5578 2.9248 2.8984
H -0.4596 3.7978 4.0549
H -2.6011 2.5764 3.8901
H -2.7259 0.4719 2.5793
H -0.7250 -0.4524 1.5754
Cl -0.3326 6.0521 1.0985
C -0.2691 4.5415 0.2362
C -1.4286 3.7997 0.0762
C -1.3670 2.5780 -0.5710
C -0.1608 2.0853 -1.0700
C -0.0926 0.7585 -1.7479
C 0.9841 2.8640 -0.9111
C 0.9401 4.0857 -0.2569
H -2.3653 4.1740 0.4665
H -2.2722 1.9906 -0.6877
H 0.7538 0.7331 -2.4436
H -0.9864 0.6060 -2.3603
H 1.9303 2.5025 -1.2973
H 1.8369 4.6759 -0.1258

Properties
gap between HOMO and LUMO (spin up / spin down) = 7.20 / 7.23 eV
E_tot = -2307.26770 Ha
energy relative to the best compared isomer or geometry (same formula, charge and spin) = 0.0000 eV